*P*
The following is a quantum chemistry calculation of C3H9NO4 as an isolated structure, from OMol25.

Geometry as XYZ:
```
17
Properties=species:S:1:pos:R:3
O -2.2563 -0.3841 1.2227
O 1.8524 -0.3806 -1.4461
O -2.3973 0.3940 -0.8705
O 1.7751 -0.9697 1.0215
N 0.4015 0.9492 -0.7994
C -1.6812 0.3550 0.3372
C 0.5635 -0.3879 1.3094
C -0.1467 -0.0451 0.0060
H 1.9178 -0.9346 0.0059
H 2.4441 -0.7636 -2.1007
H 1.1186 0.5419 -1.4404
H -3.1431 -0.1931 -0.6592
H 0.0163 -1.0546 1.9682
H 0.6648 0.5557 1.8463
H 0.6128 1.8483 -0.3852
H -1.6436 1.4209 0.6034
H -0.0988 -0.9516 -0.6191
```

The total charge is 0.



*Q*
The following is a quantum chemistry calculation of a 3-piece molecular cluster, C3H9NO4 overall, from OMol25.

Geometry as XYZ:
```
17
Properties=species:S:1:pos:R:3
O -0.3856 2.0035 1.1695
O -1.0500 -1.3448 -1.7077
O 2.2949 -2.0185 -0.7623
O -2.2240 -0.7739 2.3095
N -0.5037 0.3314 -0.3225
C 0.1453 1.4147 0.2536
C -0.1964 -0.5753 -1.3608
C 1.5352 1.7534 -0.1879
H -1.8616 0.1196 2.2075
H 0.7408 -0.4815 -1.9293
H 1.6569 2.8207 -0.4049
H -1.4528 0.1884 -0.0179
H -2.5485 -0.8233 3.2260
H 1.8195 1.1866 -1.0693
H 2.9781 -2.5651 -0.3390
H 2.1983 1.5192 0.6405
H 1.4143 -2.2987 -0.5290
```

The total charge is 0. The SMILES is CC(=O)NC=O.O.O.



The data favor *Q*; the next most stable structure lies 0.2625 hartree above it.